# 1
This record from the Open Molecules 2025 dataset describes the molecule C4H3I. The level of theory is wB97M-V/def2-TZVPD.

Structure (XYZ):
```
8
Properties=species:S:1:pos:R:3:mulliken_charge:R:1
I 2.84 -0.24 0.04 -0.0118
C 0.71 0.19 -0.42 -0.1082
C -0.12 1.28 0.20 -0.4146
C -1.34 0.29 0.20 -0.2343
C -0.27 -0.54 0.40 -0.3735
H 0.50 0.02 -1.59 0.3165
H -2.37 0.38 0.27 0.4209
H 0.05 -1.40 0.90 0.4050
```

Output
- HOMO-LUMO gap: 9.253 eV
- Charge: 0
- Multiplicity: 1
- Highest occupied orbital energy: -9.06 eV
- Electronic energy: -451.70866 a.u.
- Energy relative to the best compared isomer or geometry (same formula, charge and spin): 66.4 kcal per mole
- Structure (SMILES): I[C@@H]1C2=C[C@H]21

# 2
This record from the Open Molecules 2025 dataset describes the molecule C4H8N2O. The level of theory is wB97M-V/def2-TZVPD.

Structure (XYZ):
```
15
Properties=species:S:1:pos:R:3:mulliken_charge:R:1
C 0.72 1.25 -0.65 -1.4874
C 0.60 -0.05 0.16 1.3380
O 0.60 0.21 1.55 -0.5888
C 1.78 -0.91 -0.10 -0.1688
N 2.69 -1.60 -0.26 -0.4533
C -0.68 -0.83 -0.23 -0.7111
N -1.80 -0.12 0.38 -0.6086
H 1.56 1.85 -0.28 0.3825
H -0.19 1.84 -0.54 0.3883
H 0.87 1.01 -1.71 0.3555
H -0.13 0.83 1.69 0.3718
H -0.60 -1.89 0.08 0.3498
H -0.76 -0.81 -1.33 0.4030
H -2.00 -0.51 1.29 0.2153
H -2.66 -0.24 -0.14 0.2138
```

Output
- HOMO-LUMO gap: 10.959 eV
- Charge: 0
- Multiplicity: 1
- Highest occupied orbital energy: -10.27 eV
- Electronic energy: -341.95031 a.u.
- Energy relative to the best compared isomer or geometry (same formula, charge and spin): 33.5 kcal per mole
- Structure (SMILES): C[C@](O)(C#N)CN

# 3
This record from the Open Molecules 2025 dataset describes the molecule C2H4S2. The level of theory is wB97M-V/def2-TZVPD.

Structure (XYZ):
```
8
Properties=species:S:1:pos:R:3:mulliken_charge:R:1
C -1.00 -0.47 -0.02 -0.9217
C 0.48 -0.27 -0.01 0.3028
S 1.76 -1.27 -0.02 -0.2237
S 0.80 1.57 0.01 -0.2339
H -1.13 -1.38 0.60 0.2842
H -1.43 0.31 0.70 0.3050
H -1.56 -0.25 -0.92 0.3264
H 2.10 1.77 -0.34 0.1610
```

Output
- HOMO-LUMO gap: 8.434 eV
- Charge: 0
- Multiplicity: 1
- Highest occupied orbital energy: -8.79 eV
- Electronic energy: -874.93506 a.u.
- Energy relative to the best compared isomer or geometry (same formula, charge and spin): 15.7 kcal per mole
- Structure (SMILES): CC(=S)S

# 4
This record from the Open Molecules 2025 dataset describes a structure of composition C35H30I2N3O6PSSc. The level of theory is wB97M-V/def2-TZVPD.

Structure (XYZ):
```
79
Properties=species:S:1:pos:R:3:mulliken_charge:R:1
Sc 1.20 1.56 2.32 0.4207
O 4.48 3.66 1.40 -0.6711
S 3.17 3.15 1.16 1.5219
O 3.06 1.66 1.12 -0.6000
O 2.13 3.53 2.16 -0.7067
C 2.60 3.76 -0.41 -0.1422
C 3.43 4.65 -1.07 -0.4477
C 3.06 5.15 -2.31 -0.6612
C 1.86 4.74 -2.88 -0.8179
C 1.04 3.84 -2.22 -0.4356
C 1.38 3.36 -0.96 -0.3918
P 0.28 2.13 -0.16 2.6885
C 0.23 0.83 -1.42 0.7389
C -0.93 0.45 -2.09 -0.5522
C -0.88 -0.56 -3.04 -0.8205
C 0.32 -1.18 -3.34 -0.5072
C 1.48 -0.80 -2.68 -0.7619
C 1.44 0.20 -1.73 -0.5822
C -1.38 2.85 -0.07 0.4992
C -1.69 4.16 -0.40 -0.7946
C -2.98 4.64 -0.21 -0.6887
C -3.96 3.82 0.31 -0.6924
C -3.65 2.51 0.66 -0.7649
C -2.36 2.03 0.49 -0.5692
H 4.37 4.94 -0.61 0.5920
H 3.70 5.84 -2.83 0.4260
H 1.57 5.11 -3.86 0.4339
H 0.12 3.51 -2.69 0.5842
H -1.87 0.94 -1.87 0.4046
H -1.79 -0.86 -3.55 0.4910
H 0.35 -1.97 -4.08 0.4369
H 2.42 -1.27 -2.92 0.4616
H 2.35 0.52 -1.23 0.3744
H -0.93 4.82 -0.80 0.4316
H -3.21 5.67 -0.47 0.4441
H -4.96 4.19 0.46 0.4103
H -4.41 1.86 1.08 0.4604
H -2.12 1.01 0.78 0.5230
I 3.33 0.82 4.49 0.1723
C 2.08 0.60 6.21 -0.9079
I 0.78 2.23 6.57 0.0773
H 2.75 0.51 7.06 0.4845
H 1.50 -0.30 6.07 0.3495
C -1.50 -4.22 -5.02 -0.9947
O -1.99 -3.51 -3.88 -0.3582
C -1.69 -4.01 -2.66 0.4078
C -2.30 -3.37 -1.58 -0.3079
C -2.07 -3.80 -0.29 0.1158
C -1.23 -4.89 -0.06 -0.1320
C -0.65 -5.54 -1.14 -0.6360
C -0.85 -5.09 -2.43 -0.5912
N -1.02 -5.52 1.21 -0.2658
N -0.90 -4.91 2.28 -0.6456
C -0.83 -3.47 2.35 0.0252
C -1.76 -2.80 3.08 -0.4992
C -1.67 -1.41 3.31 -0.7264
C -0.59 -0.71 2.84 0.0126
O -0.38 0.60 3.05 -0.3552
C 0.41 -1.40 2.11 0.3188
N 1.47 -0.65 1.70 0.7632
C 2.45 -1.24 1.06 -0.5638
C 2.45 -2.61 0.77 -1.2367
C 1.39 -3.38 1.16 -0.7318
C 0.31 -2.78 1.85 0.5061
H -1.89 -3.69 -5.89 0.2250
H -1.87 -5.25 -5.02 0.3956
H -0.41 -4.22 -5.05 0.3812
H -2.99 -2.56 -1.78 0.4942
H -2.58 -3.32 0.53 0.4912
H -0.05 -6.42 -0.95 0.4886
H -0.38 -5.62 -3.25 0.4888
H -2.60 -3.35 3.50 0.4838
H -2.43 -0.89 3.88 0.5755
H 3.29 -0.61 0.76 0.7279
H 3.29 -3.05 0.25 0.4941
H 1.37 -4.44 0.96 0.5842
O -0.23 3.09 3.03 -0.3321
H -0.96 2.73 3.55 0.2362
H 0.01 3.97 3.34 0.2500
```

Output
- HOMO-LUMO gap: 7.187 eV
- Charge: +1
- Multiplicity: 1
- Highest occupied orbital energy: -10.10 eV
- Electronic energy: -4063.07781 a.u.
- Energy relative to the best compared isomer or geometry (same formula, charge and spin): 3.4 kcal per mole

# 5
This record from the Open Molecules 2025 dataset describes a structure of composition C15H19N5OS4Ti. The level of theory is wB97M-V/def2-TZVPD.

Structure (XYZ):
```
45
Properties=species:S:1:pos:R:3:mulliken_charge:R:1
Ti -1.04 -0.41 0.37 0.3266
O -4.56 0.98 5.31 -0.4226
C -3.99 0.93 4.27 0.5616
S -2.39 1.68 3.98 -0.0459
C -2.25 1.18 2.33 0.1445
C -3.28 0.44 1.80 0.3622
S -3.29 -0.19 0.17 -0.3631
S -4.63 0.09 2.83 -0.0639
S -0.80 1.59 1.46 -0.2965
N -0.85 -2.69 -0.05 -0.3930
C -0.34 -2.85 1.29 0.5685
C 0.22 -3.97 1.86 -0.8641
C 0.62 -3.86 3.19 -0.1890
C 0.45 -2.67 3.89 -0.8786
C -0.10 -1.59 3.23 -0.0748
N -0.48 -1.69 1.95 0.3127
H -0.26 -3.14 -0.75 0.3377
H -1.78 -3.10 -0.11 0.3009
H 0.32 -4.89 1.31 0.4731
H 1.06 -4.72 3.69 0.4533
H 0.74 -2.58 4.92 0.4438
H -0.25 -0.62 3.69 0.4072
C 3.53 2.01 -1.97 -0.6726
C 3.08 1.86 -0.53 -0.6426
N 1.96 0.91 -0.50 -0.0562
C 1.01 0.87 -1.44 0.4437
N -0.08 0.07 -1.25 0.0717
C -0.94 -0.17 -2.45 -0.8264
C -1.22 1.16 -3.12 -0.5954
C 0.10 1.74 -3.57 -0.7227
N 1.15 1.60 -2.54 0.0830
C 2.34 2.43 -2.81 -0.6455
H 3.93 1.06 -2.33 0.3188
H 4.31 2.75 -2.05 0.3620
H 2.76 2.82 -0.11 0.2978
H 3.86 1.46 0.11 0.4025
H 1.82 0.37 0.34 0.1095
H -1.86 -0.67 -2.15 0.4236
H -0.41 -0.86 -3.11 0.4003
H -1.72 1.82 -2.41 0.2313
H -1.87 1.04 -3.98 0.3897
H 0.02 2.80 -3.79 0.3954
H 0.47 1.24 -4.47 0.3803
H 2.06 3.47 -2.63 0.3549
H 2.55 2.32 -3.88 0.3965
```

Output
- HOMO-LUMO gap: 6.847 eV
- Charge: +2
- Multiplicity: 1
- Highest occupied orbital energy: -14.02 eV
- Electronic energy: -3373.84338 a.u.
- Energy relative to the best compared isomer or geometry (same formula, charge and spin): 5.0 kcal per mole

# 6
This record from the Open Molecules 2025 dataset describes the molecule C3H4N4O. The level of theory is wB97M-V/def2-TZVPD.

Structure (XYZ):
```
12
Properties=species:S:1:pos:R:3:mulliken_charge:R:1
H 0.46 -0.88 -1.66 0.3776
N 0.51 -1.40 -0.85 -0.5911
C 0.10 -0.93 0.18 0.4996
N 0.44 -1.65 1.44 -0.3571
C 0.19 -0.73 2.27 0.0534
O -0.23 0.58 1.67 -0.3403
C -0.44 0.47 0.47 0.4088
N -0.34 1.38 -0.52 -0.3470
N -0.19 1.12 -1.79 -0.5211
H 0.74 -0.68 3.48 0.2936
H -0.22 2.06 -2.43 0.2819
H -1.02 0.67 -2.24 0.2417
```

Output
- HOMO-LUMO gap: 8.418 eV
- Charge: 0
- Multiplicity: 1
- Highest occupied orbital energy: -8.41 eV
- Electronic energy: -410.79946 a.u.
- Energy relative to the best compared isomer or geometry (same formula, charge and spin): 127.9 kcal per mole
- Structure (SMILES): [H]/N=C1/N=CO/C1=N/N